Record 1
DFT (ωB97M-V with the def2-TZVPD basis set) results for C12H32As4F24N4O4 as an isolated structure in a non-equilibrium geometry.

ORCA input file:
```
! RIJCOSX wB97M-V def2-TZVPD def2/J DEFGRID3
* xyz 0 1
C 2.362 -5.349 5.784
C 3.026 -4.001 6.036
O 3.989 -3.778 6.828
N 2.347 -2.930 5.260
H 3.107 -2.298 5.052
H 2.114 -3.176 4.308
C 1.393 -1.965 6.089
H 3.058 -5.871 5.126
H 1.389 -5.127 5.346
H 2.291 -5.997 6.657
H 1.060 -1.238 5.348
H 2.013 -1.568 6.893
H 0.515 -2.531 6.398
C -2.392 5.345 5.541
C -1.639 6.470 4.812
O -0.580 6.980 5.168
N -2.218 6.944 3.493
H -3.201 7.162 3.565
H -1.940 7.911 3.409
C -1.657 6.099 2.389
H -2.138 5.235 6.595
H -2.211 4.385 5.057
H -3.429 5.675 5.474
H -2.110 5.112 2.289
H -0.569 6.070 2.339
H -1.976 6.557 1.453
C 4.192 -7.688 -5.649
C 2.775 -7.128 -5.645
O 2.276 -6.459 -6.607
N 1.859 -7.781 -4.548
H 2.141 -8.735 -4.369
H 2.142 -7.341 -3.684
C 0.318 -7.469 -4.782
H 4.261 -8.715 -6.009
H 4.648 -7.664 -4.659
H 4.910 -7.013 -6.115
H -0.255 -8.077 -4.081
H 0.087 -7.849 -5.777
H 0.270 -6.411 -4.525
C -5.821 5.114 -7.337
C -5.268 3.735 -7.345
O -6.041 2.814 -7.693
N -3.897 3.588 -6.731
H -3.316 4.356 -7.037
H -4.010 3.729 -5.738
C -3.252 2.220 -7.099
H -5.435 5.857 -6.639
H -6.845 5.182 -6.970
H -5.785 5.590 -8.317
H -2.256 2.202 -6.657
H -3.234 1.985 -8.164
H -3.896 1.520 -6.568
As 5.404 3.571 5.315
F 6.384 2.925 6.646
F 7.063 3.693 4.421
F 4.357 3.925 3.952
F 3.903 3.430 6.324
F 5.610 5.216 5.873
F 5.341 1.849 4.751
As 7.090 -4.716 0.202
F 8.792 -4.120 0.510
F 6.957 -5.359 1.890
F 5.486 -5.412 -0.209
F 7.222 -4.026 -1.406
F 7.809 -6.234 -0.349
F 6.246 -3.207 0.733
As -8.032 4.555 -0.550
F -9.662 4.293 0.159
F -7.336 3.046 0.182
F -6.501 4.785 -1.520
F -8.687 6.063 -1.392
F -7.346 5.542 0.868
F -8.679 3.553 -1.933
As -0.653 -1.009 -0.402
F -1.260 -0.939 1.306
F 0.458 -2.375 0.208
F -0.083 -1.056 -2.116
F -1.815 0.250 -0.817
F 0.597 0.291 0.016
F -1.840 -2.212 -0.631
*
```

Output
highest occupied orbital energy: -9.91 eV

Want to see where the charge sits? The Löwdin charges in e are: atom 1 (C): 0.0290, atom 2 (C): -0.3351, atom 3 (O): 0.1347, atom 4 (N): 0.0923, atom 5 (H): 0.1744, atom 6 (H): 0.1841, atom 7 (C): 0.0977, atom 8 (H): 0.1113, atom 9 (H): 0.0872, atom 10 (H): 0.1018, atom 11 (H): 0.1105, atom 12 (H): 0.1133, atom 13 (H): 0.0985, atom 14 (C): 0.0433, atom 15 (C): -0.3447, atom 16 (O): 0.1665, atom 17 (N): 0.0887, atom 18 (H): 0.1832, atom 19 (H): 0.1766, atom 20 (C): 0.0330, atom 21 (H): 0.1047, atom 22 (H): 0.1057, atom 23 (H): 0.0899, atom 24 (H): 0.1196, atom 25 (H): 0.1260, atom 26 (H): 0.1073, atom 27 (C): 0.0157, atom 28 (C): -0.2605, atom 29 (O): 0.1194, atom 30 (N): 0.0954, atom 31 (H): 0.1663, atom 32 (H): 0.1694, atom 33 (C): 0.0698, atom 34 (H): 0.1064, atom 35 (H): 0.0979, atom 36 (H): 0.1076, atom 37 (H): 0.0978, atom 38 (H): 0.1015, atom 39 (H): 0.1133, atom 40 (C): 0.0045, atom 41 (C): -0.3343, atom 42 (O): 0.1527, atom 43 (N): 0.1123, atom 44 (H): 0.1739, atom 45 (H): 0.1902, atom 46 (C): 0.0567, atom 47 (H): 0.0948, atom 48 (H): 0.1146, atom 49 (H): 0.1088, atom 50 (H): 0.1067, atom 51 (H): 0.1106, atom 52 (H): 0.1084, atom 53 (As): 0.8856, atom 54 (F): -0.3049, atom 55 (F): -0.3489, atom 56 (F): -0.2879, atom 57 (F): -0.3337, atom 58 (F): -0.2776, atom 59 (F): -0.3322, atom 60 (As): 0.8721, atom 61 (F): -0.3147, atom 62 (F): -0.3205, atom 63 (F): -0.3325, atom 64 (F): -0.2927, atom 65 (F): -0.3035, atom 66 (F): -0.3082, atom 67 (As): 0.9781, atom 68 (F): -0.2996, atom 69 (F): -0.3118, atom 70 (F): -0.3478, atom 71 (F): -0.3376, atom 72 (F): -0.3445, atom 73 (F): -0.3367, atom 74 (As): 0.8859, atom 75 (F): -0.3381, atom 76 (F): -0.3495, atom 77 (F): -0.3099, atom 78 (F): -0.2952, atom 79 (F): -0.3256, atom 80 (F): -0.2672

***

Record 2
DFT (ωB97M-V with the def2-TZVPD basis set) results for a 3-piece molecular cluster, C12H32N5O3P overall in a non-equilibrium geometry.

ORCA input file:
```
! RIJCOSX wB97M-V def2-TZVPD def2/J DEFGRID3
* xyz 0 1
C 5.043 -2.357 4.478
N 5.153 -1.136 3.605
C 6.417 -0.796 2.981
P 3.565 -0.451 3.190
O 2.563 -0.160 4.235
N 4.003 1.060 2.395
C 3.211 2.240 2.778
C 4.849 1.232 1.096
N 2.908 -1.380 1.883
C 1.431 -1.548 1.716
C 3.694 -1.808 0.703
H 4.918 -3.129 3.719
H 4.151 -2.322 5.104
H 5.913 -2.656 5.062
H 6.664 -1.347 2.073
H 7.293 -0.962 3.608
H 6.512 0.253 2.700
H 2.954 2.151 3.834
H 3.775 3.111 2.444
H 2.253 2.314 2.263
H 4.327 0.760 0.264
H 5.104 2.270 0.884
H 5.770 0.650 1.078
H 0.767 -1.152 2.484
H 1.137 -0.926 0.871
H 1.321 -2.603 1.467
H 4.687 -1.360 0.721
H 3.119 -1.675 -0.214
H 3.699 -2.879 0.904
C -3.825 5.460 1.326
N -3.990 4.801 0.038
C -4.916 3.710 -0.077
C -3.211 4.948 -1.028
O -2.317 5.757 -1.191
H -2.958 6.117 1.385
H -3.588 4.599 1.951
H -4.748 5.802 1.795
H -5.975 3.933 0.051
H -4.931 3.250 -1.065
H -4.495 2.943 0.574
H -3.519 4.351 -1.901
C -5.817 -2.121 -6.320
N -5.536 -3.511 -5.806
C -6.687 -4.287 -5.497
C -4.307 -4.029 -5.611
O -4.052 -5.086 -5.101
H -4.925 -1.632 -6.709
H -6.320 -1.530 -5.555
H -6.467 -2.135 -7.195
H -7.189 -3.905 -4.608
H -7.403 -4.083 -6.293
H -6.521 -5.364 -5.496
H -3.503 -3.380 -5.993
*
```

Output
highest occupied orbital energy: -7.90 eV
SMILES string: CN(C)P(=O)(N(C)C)N(C)C.CN(C)C=O.CN(C)C=O

Want to see where the charge sits? The Löwdin charges in e are: atom 1 (C): -0.0967, atom 2 (N): -0.2891, atom 3 (C): -0.1543, atom 4 (P): 0.6460, atom 5 (O): -0.2945, atom 6 (N): -0.2787, atom 7 (C): -0.1374, atom 8 (C): -0.0831, atom 9 (N): -0.3249, atom 10 (C): -0.0984, atom 11 (C): -0.1057, atom 12 (H): 0.0660, atom 13 (H): 0.0696, atom 14 (H): 0.0762, atom 15 (H): 0.0686, atom 16 (H): 0.0813, atom 17 (H): 0.0553, atom 18 (H): 0.0647, atom 19 (H): 0.0694, atom 20 (H): 0.0684, atom 21 (H): 0.0553, atom 22 (H): 0.0765, atom 23 (H): 0.0341, atom 24 (H): 0.0753, atom 25 (H): 0.0696, atom 26 (H): 0.0759, atom 27 (H): 0.0519, atom 28 (H): 0.0810, atom 29 (H): 0.0778, atom 30 (C): -0.0208, atom 31 (N): -0.1988, atom 32 (C): -0.0768, atom 33 (C): -0.3754, atom 34 (O): 0.0103, atom 35 (H): 0.0959, atom 36 (H): 0.0813, atom 37 (H): 0.0899, atom 38 (H): 0.0925, atom 39 (H): 0.0789, atom 40 (H): 0.0941, atom 41 (H): 0.1288, atom 42 (C): -0.0310, atom 43 (N): -0.1893, atom 44 (C): -0.0723, atom 45 (C): -0.3760, atom 46 (O): 0.0274, atom 47 (H): 0.0801, atom 48 (H): 0.0836, atom 49 (H): 0.0781, atom 50 (H): 0.0923, atom 51 (H): 0.0813, atom 52 (H): 0.0958, atom 53 (H): 0.1300

***

Record 3
DFT (ωB97M-V with the def2-TZVPD basis set) results for C10H30O5P2PbSSi as an isolated structure in a non-equilibrium geometry.

ORCA input file:
```
! RIJCOSX wB97M-V def2-TZVPD def2/J DEFGRID3
* xyz 0 1
Pb -1.446 -0.075 2.305
Si 1.058 0.768 -1.678
P 2.095 0.364 1.416
P -2.035 -0.153 -1.553
H -0.579 2.844 0.153
C 2.124 0.926 3.163
H 3.150 0.840 3.515
H 1.462 0.286 3.753
H 1.788 1.962 3.253
C 3.532 1.383 0.887
H 4.316 1.304 1.637
H 3.258 2.437 0.755
H 3.900 1.027 -0.076
C 2.932 -1.216 1.698
H 3.768 -1.056 2.379
H 3.278 -1.607 0.742
H 2.196 -1.908 2.114
C -3.820 0.058 -1.080
H -4.472 -0.317 -1.883
H -4.046 1.117 -0.900
H -4.008 -0.502 -0.152
C -2.245 0.709 -3.200
H -3.261 0.585 -3.596
H -1.513 0.340 -3.927
H -2.048 1.789 -3.061
C -2.330 -1.856 -2.201
H -3.358 -1.975 -2.571
H -2.136 -2.557 -1.381
H -1.627 -2.090 -3.002
C 1.926 1.556 -3.177
H 2.720 2.237 -2.811
H 1.231 2.130 -3.820
H 2.396 0.757 -3.789
H 2.039 0.033 -0.845
H 0.170 -0.258 -2.277
C 0.330 3.232 -0.190
O 1.197 2.148 -0.601
C 0.692 3.863 1.087
H 0.841 4.921 1.012
H 1.394 3.277 1.729
H -0.252 3.856 1.680
C 0.036 4.120 -1.377
H -0.977 4.470 -1.161
H -0.008 3.643 -2.355
H 0.694 4.998 -1.483
O -0.094 -1.853 2.551
S -0.858 -2.730 1.471
O -2.261 -1.981 1.463
O -0.218 -2.527 0.176
O -1.048 -4.065 1.995
*
```

Output
highest occupied orbital energy: -8.24 eV

Want to see where the charge sits? The Löwdin charges in e are: atom 1 (Pb): 1.3712, atom 2 (Si): 0.5678, atom 3 (P): 0.7411, atom 4 (P): 0.7423, atom 5 (H): 0.0800, atom 6 (C): -0.3143, atom 7 (H): 0.0345, atom 8 (H): 0.0204, atom 9 (H): 0.0198, atom 10 (C): -0.2756, atom 11 (H): 0.0404, atom 12 (H): 0.0352, atom 13 (H): 0.0372, atom 14 (C): -0.2769, atom 15 (H): 0.0437, atom 16 (H): 0.0458, atom 17 (H): 0.0233, atom 18 (C): -0.3293, atom 19 (H): 0.0333, atom 20 (H): 0.0328, atom 21 (H): 0.0222, atom 22 (C): -0.3051, atom 23 (H): 0.0405, atom 24 (H): 0.0319, atom 25 (H): 0.0304, atom 26 (C): -0.2806, atom 27 (H): 0.0467, atom 28 (H): 0.0211, atom 29 (H): 0.0414, atom 30 (C): -0.2311, atom 31 (H): 0.0310, atom 32 (H): 0.0175, atom 33 (H): 0.0273, atom 34 (H): -0.0614, atom 35 (H): -0.0693, atom 36 (C): -0.5056, atom 37 (O): -0.3682, atom 38 (C): -0.0462, atom 39 (H): 0.0746, atom 40 (H): 0.0659, atom 41 (H): 0.0911, atom 42 (C): -0.0336, atom 43 (H): 0.0841, atom 44 (H): 0.0602, atom 45 (H): 0.0907, atom 46 (O): -0.6077, atom 47 (S): 0.3100, atom 48 (O): -0.6035, atom 49 (O): -0.3547, atom 50 (O): -0.2923

***

Record 4
DFT (ωB97M-V with the def2-TZVPD basis set) results for a 2-piece molecular cluster, CH2N4O3 overall in a non-equilibrium geometry.

ORCA input file:
```
! RIJCOSX wB97M-V def2-TZVPD def2/J DEFGRID3
* xyz 0 1
C -0.052 -1.244 -0.711
N -0.537 -2.348 -0.787
N -0.012 -0.527 1.569
N -0.204 0.559 1.795
N -0.260 1.056 -0.754
O 0.158 -0.165 -1.202
O 0.667 1.912 -1.380
O -0.465 1.650 2.170
H -0.477 -3.090 -0.166
H 1.183 2.197 -0.535
*
```

Output
highest occupied orbital energy (alpha / beta): -7.88 / -7.87 eV
energy relative to the best compared isomer or geometry (same formula, charge and spin): 341.5 kJ/mol

Want to see where the charge sits? The Löwdin charges in e are: atom 1 (C): -0.2925, atom 2 (N): 0.2463, atom 3 (N): 0.2288, atom 4 (N): -0.2744, atom 5 (N): -0.1121, atom 6 (O): 0.0427, atom 7 (O): -0.1172, atom 8 (O): 0.1003, atom 9 (H): 0.0607, atom 10 (H): 0.1173

***

Record 5
DFT (ωB97M-V with the def2-TZVPD basis set) results for a 2-piece molecular cluster, C2F4O3S overall in a non-equilibrium geometry.

ORCA input file:
```
! RIJCOSX wB97M-V def2-TZVPD def2/J DEFGRID3
* xyz 0 1
C 1.363 -0.639 -0.035
C 0.893 0.752 -0.048
O -2.506 1.073 0.327
O -2.919 -1.285 0.310
O 0.071 -0.310 -0.339
F 1.528 -1.263 1.119
F 2.192 -1.075 -0.981
F 0.697 1.315 1.108
F 1.196 1.589 -0.991
S -2.514 -0.158 -0.469
*
```

Output
highest occupied orbital energy: -11.74 eV
energy relative to the best compared isomer or geometry (same formula, charge and spin): 0.0 kJ/mol

Want to see where the charge sits? The Löwdin charges in e are: atom 1 (C): -0.4842, atom 2 (C): -0.5486, atom 3 (O): -0.4259, atom 4 (O): -0.4104, atom 5 (O): 0.1241, atom 6 (F): 0.2023, atom 7 (F): 0.1893, atom 8 (F): 0.2181, atom 9 (F): 0.2309, atom 10 (S): 0.9044

***

Number 1: DFT total energy -335687.7590 eV. Number 2: DFT total energy -35843.4709 eV. Number 3: DFT total energy -63630.9797 eV. Number 4: DFT total energy -13163.5367 eV. Number 5: DFT total energy -29919.7317 eV.